Record 1
One molecule with the formula C32H44BFN4O2S in a non-equilibrium geometry, computed with ωB97M-V/def2-TZVPD.

Positions of all 85 atoms, in Å:
C  -5.2116  -1.7049  -0.6951
C  -5.6871  -2.6291  -1.8378
O  -4.9087  -3.8474  -1.9070
B  -3.8129  -3.7781  -2.7474
O  -3.8478  -4.3475  -4.0018
C  -2.4737  -3.0190  -2.3244
C  -1.3890  -3.6326  -1.7256
N  -1.3785  -5.0180  -1.4620
C  -0.2617  -2.8853  -1.3430
C  0.9039  -3.5709  -0.6361
N  0.5299  -4.1908  0.6655
C  -0.2017  -1.5163  -1.5707
C  -1.2952  -0.9452  -2.2080
C  -2.3922  -1.6739  -2.5699
F  -3.3977  -1.0042  -3.1828
S  -1.2534  0.8153  -2.5259
C  -0.3606  1.3569  -1.0693
C  0.6203  0.5125  -0.6055
C  1.3404  0.9508  0.4887
C  1.0868  2.1459  1.1163
C  1.9311  2.5431  2.3268
C  2.8818  1.4378  2.8326
C  2.7769  3.8521  2.1469
C  2.8717  4.4046  0.6974
C  0.0504  2.9606  0.6507
C  -0.3273  4.2800  1.3392
C  -1.6597  4.0625  2.1132
C  -1.5363  3.1541  3.3572
C  -1.8183  1.6547  3.0663
C  -0.9243  0.7050  3.8691
N  -1.3597  -0.6969  3.5983
C  -0.6717  2.5709  -0.4730
C  -1.7902  3.3930  -1.1100
N  0.9488  -0.7534  -1.1954
C  1.8834  -0.6248  -2.3480
C  3.2598  -1.2220  -2.1061
C  4.0820  -1.5653  -3.1608
C  5.3388  -2.0881  -2.9653
C  5.8232  -2.3298  -1.6970
C  4.9989  -2.0169  -0.6307
C  3.7612  -1.4617  -0.8410
H  -4.1830  -1.9361  -0.3968
H  -5.8166  -1.8325  0.2100
H  -5.2580  -0.6539  -1.0022
H  -5.6256  -2.1030  -2.7975
H  -6.7124  -2.9337  -1.6104
H  -4.6515  -4.0872  -4.4721
H  -0.4652  -5.4235  -1.6428
H  -2.0158  -5.5349  -2.0602
H  1.7782  -2.9314  -0.5524
H  1.2018  -4.4108  -1.2914
H  0.2565  -5.1468  0.4725
H  -0.3252  -3.7361  0.9738
H  2.1192  0.2840  0.8426
H  1.2271  2.7399  3.1451
H  3.2892  1.7331  3.8079
H  3.7357  1.3780  2.1444
H  2.3867  0.4701  2.9642
H  2.3178  4.6382  2.7623
H  3.8017  3.7487  2.5222
H  3.8070  4.9803  0.6342
H  2.9327  3.6336  -0.0744
H  2.0695  5.1284  0.5353
H  0.4351  4.6037  2.0459
H  -0.4611  5.0012  0.5253
H  -2.0390  5.0348  2.4634
H  -2.4188  3.6676  1.4279
H  -2.3193  3.4892  4.0522
H  -0.5882  3.2828  3.8918
H  -1.6906  1.4048  2.0034
H  -2.8689  1.4455  3.3146
H  0.1223  0.7846  3.5545
H  -1.0309  0.8647  4.9502
H  -1.9538  -0.6799  2.7752
H  -0.5619  -1.2833  3.3832
H  -1.3994  3.7368  -2.0787
H  -2.0343  4.2629  -0.5019
H  -2.6774  2.7806  -1.2912
H  1.4340  -1.1474  -3.2035
H  1.9740  0.4318  -2.6354
H  3.7766  -1.4269  -4.1986
H  5.9964  -2.3342  -3.7971
H  6.8068  -2.7507  -1.5124
H  5.3650  -2.2229  0.3737
H  3.1332  -1.2278  0.0143

As for the multiplicity: 1. Its SMILES is CCOB(O)c1c(N)c(CN)c2c(c1F)Sc1c(cc([C@@H](C)CC)c(CCCCCN)c1C)N2Cc1ccccc1. The value obtained for the HOMO-LUMO gap is 0.3034 Ha. The total energy comes out at -2138.2512 a.u. The LUMO energy is 0.47 eV.

---

Record 2
C32H44BIMnN5O5 as an isolated structure, computed with ωB97M-V/def2-TZVPD.

Positions of all 89 atoms, in Å:
Mn  -0.4399  1.1913  -0.0747
C  -6.7377  -1.8431  -0.8024
C  -5.2779  -1.6061  -0.5582
C  -4.5418  -2.3205  0.3322
C  -3.1413  -2.0870  0.5420
C  -2.5036  -3.0108  1.3673
N  -1.2178  -3.3243  1.5106
C  -0.1459  -3.1243  0.5340
C  1.1642  -3.6907  1.0553
C  1.6090  -3.0823  2.3833
N  1.6819  -1.6322  2.2946
C  2.5318  -0.8800  2.9477
C  2.6135  0.5232  2.8346
C  3.6555  1.1937  3.5186
C  3.8803  2.5345  3.3561
C  4.9878  3.2685  4.0520
C  3.0461  3.2070  2.4406
C  2.0083  2.6149  1.7441
C  1.2922  3.4322  0.7715
N  0.3798  3.0347  -0.0307
C  -0.1548  4.0417  -0.9465
C  -0.2359  3.4754  -2.3555
C  -1.4993  2.6721  -2.5773
N  -1.7010  1.5723  -1.6075
C  -2.7710  0.9062  -1.8201
C  -3.2926  -0.2187  -1.0454
C  -4.5988  -0.5779  -1.2666
C  -2.5124  -0.9301  -0.0534
O  -1.3779  -0.5374  0.3232
C  1.7136  1.2329  1.9753
O  0.7224  0.6223  1.4424
H  -7.0420  -2.8238  -0.4394
H  -6.9735  -1.7925  -1.8655
H  -7.3495  -1.0931  -0.2974
H  -5.0017  -3.1373  0.8782
H  -3.1559  -3.6185  1.9868
H  -1.0502  -4.0785  2.1595
H  -0.0496  -2.0685  0.2969
H  -0.4357  -3.6171  -0.3994
H  1.9188  -3.4899  0.2948
H  1.1069  -4.7762  1.1760
H  2.5918  -3.4619  2.6659
H  0.9158  -3.3436  3.1900
H  1.0614  -1.1026  1.6696
H  3.2413  -1.3908  3.5923
H  4.2924  0.6127  4.1770
H  5.3429  2.7121  4.9182
H  4.6554  4.2470  4.3979
H  5.8377  3.4267  3.3860
H  3.2410  4.2599  2.2609
H  1.6240  4.4716  0.7303
H  0.4676  4.9409  -0.9181
H  -1.1535  4.3134  -0.5895
H  0.6456  2.8727  -2.5655
H  -0.2509  4.3016  -3.0707
H  -1.5069  2.2503  -3.5845
H  -2.3604  3.3429  -2.4878
H  -3.4169  1.1941  -2.6530
H  -5.1634  -0.0211  -2.0081
C  2.2858  -2.8586  -2.5082
C  2.2703  -1.3584  -2.2711
C  3.6582  -0.8791  -1.8609
O  1.3741  -1.0471  -1.1867
B  0.7663  0.2118  -1.4328
O  1.0827  0.5804  -2.7442
C  1.6673  -0.5351  -3.4389
C  2.6767  -0.0207  -4.4488
C  0.5333  -1.2651  -4.1522
H  2.7864  -3.3665  -1.6824
H  2.8384  -3.1036  -3.4170
H  1.2766  -3.2562  -2.6032
H  3.9313  -1.3625  -0.9216
H  3.6643  0.1999  -1.7026
H  4.4155  -1.1284  -2.6047
H  3.4195  0.6186  -3.9766
H  2.1626  0.5623  -5.2128
H  3.1904  -0.8459  -4.9456
H  -0.1980  -1.6394  -3.4335
H  0.8936  -2.1001  -4.7535
H  0.0290  -0.5607  -4.8138
N  -1.7545  0.7330  3.0630
C  -2.4047  1.6573  2.3418
O  -1.9945  2.0830  1.2654
C  -3.7083  2.1615  2.9021
I  -5.2303  0.7335  2.4497
H  -0.9373  0.3095  2.6436
H  -2.1889  0.3203  3.8693
H  -3.9807  3.0860  2.4065
H  -3.6943  2.2822  3.9814

As for the multiplicity: 2. Its total charge is +1. The value obtained for the HOMO-LUMO gap (alpha / beta) is 0.2315 / 0.1968 Ha. The total energy comes out at -3369.2465 a.u. The LUMO energy (alpha / beta) is -2.96 / -2.98 eV.